Record 1
DFT (the ωB97M-V functional and the def2-TZVPD basis) results for a 4-piece molecular cluster, C24H54N4O3 overall in a non-equilibrium geometry.

Summary:
2S+1: 1
Largest force on an atom in Eh/bohr: 0.0357
Total charge: +2
Highest occupied orbital energy in eV: -13.58
Energy relative to the best compared isomer or geometry (same formula, charge and spin) in kJ/mol: 0.0

```
85
C24H54N4O3 the ωB97M-V functional and the def2-TZVPD basis
C -5.986 21.693 15.452
C -6.495 20.277 15.660
C -7.008 20.010 17.066
N -7.396 18.558 17.279
C -8.470 18.168 16.284
C -6.204 17.599 17.194
C -6.070 16.870 18.522
C -6.688 17.865 19.482
C -7.882 18.377 18.705
H -5.362 21.771 14.562
H -5.376 22.030 16.294
H -6.769 22.435 15.277
H -5.728 19.579 15.313
H -7.291 20.084 14.935
H -7.943 20.541 17.248
H -6.249 20.195 17.825
H -8.724 17.159 16.606
H -8.045 18.076 15.290
H -9.300 18.866 16.366
H -6.288 16.881 16.382
H -5.385 18.291 17.002
H -6.678 15.963 18.500
H -5.033 16.581 18.674
H -6.982 17.530 20.475
H -6.004 18.707 19.646
H -8.616 17.571 18.663
H -8.398 19.281 19.014
C -11.915 22.796 25.210
C -11.932 21.615 24.215
C -12.963 21.799 23.108
N -13.208 20.572 22.261
C -14.049 20.956 21.087
C -13.907 19.454 23.069
C -12.964 18.255 23.031
C -11.609 18.854 22.743
C -11.922 19.922 21.728
H -11.676 23.701 24.657
H -11.332 22.553 26.091
H -12.928 22.947 25.597
H -12.162 20.681 24.728
H -10.933 21.502 23.792
H -12.660 22.551 22.381
H -13.918 22.055 23.567
H -14.318 20.050 20.555
H -13.563 21.678 20.438
H -14.939 21.436 21.498
H -14.892 19.279 22.644
H -14.053 19.890 24.054
H -13.233 17.562 22.232
H -13.016 17.670 23.948
H -10.905 18.077 22.440
H -11.145 19.223 23.659
H -12.160 19.374 20.813
H -11.150 20.631 21.445
C -10.375 24.178 21.102
C -9.729 24.767 19.849
C -10.213 24.032 18.625
N -9.948 24.752 17.288
C -8.466 24.702 17.059
C -10.470 26.189 17.225
C -10.683 26.430 15.755
C -11.056 25.071 15.148
C -10.675 24.012 16.195
H -11.454 24.342 21.107
H -9.997 24.605 22.031
H -10.147 23.111 21.178
H -8.645 24.667 19.964
H -9.863 25.851 19.875
H -11.300 23.988 18.580
H -9.780 23.043 18.505
H -8.013 25.189 17.917
H -8.204 25.164 16.112
H -8.155 23.659 17.078
H -9.754 26.820 17.746
H -11.387 26.198 17.815
H -9.828 26.891 15.256
H -11.432 27.203 15.572
H -10.472 24.920 14.242
H -12.100 24.923 14.880
H -10.012 23.309 15.702
H -11.549 23.529 16.618
N -11.041 20.436 18.184
O -10.963 19.236 18.508
O -10.350 20.889 17.226
O -11.810 21.215 18.779
```



Record 2
DFT (the ωB97M-V functional and the def2-TZVPD basis) results for one molecule with the formula C6H7N in a non-equilibrium geometry.

Summary:
2S+1: 1
SMILES: C1=C[C@H]2C=C[C@@H]1N2
Largest force on an atom in Eh/bohr: 0.1112
Highest occupied orbital energy in eV: -8.25
Energy relative to the best compared isomer or geometry (same formula, charge and spin) in kJ/mol: 416.1

```
14
C6H7N the ωB97M-V functional and the def2-TZVPD basis
C 0.365 1.146 0.221
C 1.403 0.264 -0.482
C 1.032 -1.019 -0.457
C -0.187 -0.997 0.570
C -1.308 -0.599 -0.307
C -1.006 0.746 -0.535
H -0.518 0.598 1.977
H 0.321 2.296 0.230
H 2.134 0.863 -1.010
H 1.619 -1.906 -0.414
H -0.325 -1.941 0.969
H -2.144 -1.048 -0.833
H -1.568 1.367 -1.343
N 0.181 0.232 1.413
```



Record 3
DFT (the ωB97M-V functional and the def2-TZVPD basis) results for a 2-piece molecular cluster, H4NO2SSi overall in a non-equilibrium geometry.

Summary:
2S+1: 1
Largest force on an atom in Eh/bohr: 0.0317
Total charge: -1
Highest occupied orbital energy (alpha / beta) in eV: -2.11 / -3.00
Energy relative to the best compared isomer or geometry (same formula, charge and spin) in kJ/mol: 154.5

```
9
H4NO2SSi the ωB97M-V functional and the def2-TZVPD basis
N -1.544 -0.651 -0.619
O 2.802 -1.238 0.646
O 3.395 1.082 -0.001
Si -0.900 0.705 0.286
S 2.601 -0.131 -0.328
H -2.456 -1.003 -0.358
H -0.916 -1.435 -0.712
H -1.372 1.864 -0.500
H -1.609 0.808 1.586
```



Record 4
DFT (the ωB97M-V functional and the def2-TZVPD basis) results for a 6-piece molecular cluster, C47H50F16N5O15PS2 overall in a non-equilibrium geometry.

Summary:
2S+1: 1
SMILES: CC(=O)OCC[PH](CCCCO)(CCCCC(F)(F)C(F)(F)S(F)(F)(F)(F)F)S(=O)(=O)C(F)(F)C(F)(F)C(F)(F)F.O=[N+]([O-])c1ccccc1.O=[N+]([O-])c1ccccc1.O=[N+]([O-])c1ccccc1.O=[N+]([O-])c1ccccc1.O=[N+]([O-])c1ccccc1
Largest force on an atom in Eh/bohr: 0.0762
Highest occupied orbital energy in eV: -9.14

```
136
C47H50F16N5O15PS2 the ωB97M-V functional and the def2-TZVPD basis
C 1.394 7.017 1.855
C 1.013 6.773 0.408
O 0.244 7.489 -0.128
O 1.640 5.735 -0.193
C 0.694 4.759 -0.732
C -0.078 4.137 0.454
P -0.584 2.284 0.138
C 0.651 1.765 1.413
C 2.123 2.073 1.022
C 2.954 0.799 0.776
C 3.169 -0.046 2.053
O 3.132 -1.434 1.735
C -2.345 2.678 0.563
C -2.565 3.067 2.032
C -2.419 1.890 3.009
C -3.156 2.133 4.338
C -2.291 2.848 5.402
F -3.135 3.525 6.172
F -1.470 3.684 4.752
C -1.545 1.756 6.207
F -1.117 0.777 5.463
F -2.429 1.241 7.028
S -0.084 2.365 7.252
F -0.689 3.817 7.343
F 0.756 2.702 5.955
F 0.562 0.908 7.239
F -0.825 1.968 8.596
F 1.130 2.859 8.126
S -1.030 0.163 -0.428
O 0.174 -0.487 -0.879
O -1.527 -0.513 0.757
C -2.351 -0.121 -1.728
F -2.098 -1.323 -2.234
F -3.574 -0.216 -1.213
C -2.380 0.850 -2.929
F -1.347 0.541 -3.708
F -2.316 2.137 -2.585
C -3.648 0.703 -3.825
F -3.452 1.309 -4.973
F -3.945 -0.543 -4.085
F -4.654 1.315 -3.242
H 2.426 6.694 2.018
H 1.339 8.072 2.097
H 0.775 6.441 2.548
H 1.320 4.043 -1.261
H 0.033 5.332 -1.385
H -0.960 4.772 0.583
H 0.490 4.256 1.376
H -0.146 2.498 -1.199
H 0.410 2.268 2.348
H 0.604 0.698 1.651
H 2.230 2.685 0.125
H 2.555 2.638 1.850
H 2.527 0.230 -0.052
H 3.938 1.142 0.445
H 4.193 0.119 2.390
H 2.437 0.163 2.843
H 2.493 -1.595 1.017
H -2.633 3.511 -0.081
H -3.052 1.869 0.345
H -3.609 3.392 2.096
H -1.977 3.932 2.342
H -1.388 1.575 3.155
H -2.908 1.031 2.540
H -4.013 2.776 4.125
H -3.589 1.221 4.747
C -6.139 -4.072 -2.514
C -6.902 -5.009 -1.829
C -7.046 -4.914 -0.454
C -6.426 -3.876 0.219
C -5.658 -2.940 -0.450
C -5.515 -3.041 -1.825
N -6.598 -3.757 1.675
O -7.264 -4.608 2.236
O -6.067 -2.814 2.231
H -6.032 -4.145 -3.589
H -7.386 -5.812 -2.367
H -7.640 -5.645 0.077
H -5.172 -2.134 0.081
H -4.919 -2.314 -2.360
C 4.607 -6.443 -2.237
C 4.859 -5.368 -3.080
C 4.288 -4.134 -2.816
C 3.473 -3.992 -1.707
C 3.207 -5.055 -0.863
C 3.779 -6.287 -1.134
N 2.887 -2.679 -1.414
O 3.123 -1.765 -2.181
O 2.200 -2.577 -0.412
H 5.058 -7.406 -2.442
H 5.504 -5.490 -3.940
H 4.488 -3.300 -3.473
H 2.565 -4.937 -0.002
H 3.582 -7.127 -0.482
C -2.317 11.110 5.296
C -1.875 9.831 4.985
C -0.553 9.622 4.629
C 0.314 10.700 4.593
C -0.114 11.981 4.894
C -1.439 12.184 5.246
N 1.723 10.478 4.239
O 2.062 9.340 3.961
O 2.467 11.439 4.247
H -3.350 11.270 5.579
H -2.562 8.996 5.023
H -0.211 8.625 4.388
H 0.568 12.818 4.859
H -1.786 13.180 5.486
C 1.390 -2.201 -8.323
C 2.006 -1.138 -7.675
C 3.287 -1.284 -7.167
C 3.937 -2.496 -7.319
C 3.333 -3.565 -7.957
C 2.051 -3.414 -8.460
N 5.305 -2.646 -6.801
O 5.800 -1.694 -6.228
O 5.863 -3.715 -6.976
H 0.391 -2.082 -8.723
H 1.488 -0.195 -7.567
H 3.763 -0.456 -6.662
H 3.847 -4.509 -8.067
H 1.568 -4.241 -8.962
C 3.079 -12.360 -2.466
C 3.321 -11.284 -3.309
C 2.744 -10.052 -3.045
C 1.933 -9.913 -1.933
C 1.677 -10.978 -1.087
C 2.255 -12.208 -1.359
N 1.339 -8.601 -1.637
O 1.572 -7.691 -2.411
O 0.659 -8.500 -0.632
H 3.535 -13.320 -2.672
H 3.962 -11.405 -4.172
H 2.934 -9.216 -3.703
H 1.039 -10.862 -0.223
H 2.066 -13.049 -0.705
```



Record 5
DFT (the ωB97M-V functional and the def2-TZVPD basis) results for C29H24N7NaO5S2 as an isolated structure in a non-equilibrium geometry.

Summary:
2S+1: 1
Largest force on an atom in Eh/bohr: 0.0238
Total charge: -2
Highest occupied orbital energy in eV: -0.38
Energy relative to the best compared isomer or geometry (same formula, charge and spin) in kJ/mol: 52.3

```
68
C29H24N7NaO5S2 the ωB97M-V functional and the def2-TZVPD basis
Na -2.295 2.188 1.323
C 5.939 -5.998 -6.480
O 5.883 -4.595 -6.575
C 5.020 -3.949 -5.723
C 4.931 -2.566 -5.873
C 4.094 -1.828 -5.065
C 3.312 -2.438 -4.071
C 3.420 -3.817 -3.934
C 4.263 -4.575 -4.749
C 2.434 -1.630 -3.239
N 2.343 -0.325 -3.271
C 1.392 0.011 -2.343
C 0.882 -1.127 -1.706
N 1.583 -2.163 -2.280
C -0.113 -1.129 -0.730
C -0.692 -2.301 -0.101
C -1.649 -2.175 0.825
C -2.125 -0.815 1.277
N -1.734 0.275 0.390
C -0.714 0.124 -0.401
C -0.117 1.359 -0.989
N -0.564 2.531 -0.501
C -0.052 3.664 -0.952
C 0.943 3.700 -1.932
C 1.430 2.513 -2.429
C 0.915 1.302 -1.954
H 6.631 -6.334 -7.250
H 4.961 -6.455 -6.655
H 6.308 -6.324 -5.503
H 5.531 -2.089 -6.639
H 4.018 -0.754 -5.178
H 2.850 -4.333 -3.171
H 4.316 -5.644 -4.601
H 1.374 -3.136 -2.153
H -0.344 -3.289 -0.396
H -2.087 -3.046 1.298
H -3.216 -0.820 1.387
H -0.446 4.571 -0.504
H 1.336 4.652 -2.270
H 2.221 2.491 -3.170
S -5.383 1.633 5.505
C -5.685 3.314 5.619
C -4.759 4.025 4.940
C -3.814 3.183 4.279
C -4.005 1.837 4.467
C -3.258 0.608 4.028
C -3.661 -0.614 4.583
C -2.730 -1.694 4.496
C -1.657 -1.611 3.687
C -1.576 -0.458 2.721
N -2.215 0.773 3.228
H -6.529 3.671 6.191
H -4.725 5.100 4.847
H -4.497 -0.678 5.265
H -2.854 -2.550 5.156
H -0.880 -2.367 3.678
H -0.520 -0.226 2.520
O -1.887 4.955 1.698
S -3.197 4.568 2.178
O -4.068 5.646 2.574
O -2.774 3.754 3.562
O -3.837 3.530 1.383
N 0.319 3.493 3.870
N 0.990 2.620 2.932
H -0.643 3.175 3.977
H 0.236 4.391 3.407
H 0.395 2.483 2.118
H 1.035 1.712 3.380
```



Record 6
DFT (the ωB97M-V functional and the def2-TZVPD basis) results for C21H19Cl5Ge2NOSTi as an isolated structure.

Summary:
2S+1: 1
Largest force on an atom in Eh/bohr: 0.0102
Total charge: +1
Highest occupied orbital energy (alpha / beta) in eV: -11.67 / -11.67
Energy relative to the best compared isomer or geometry (same formula, charge and spin) in kJ/mol: 158.2

```
51
C21H19Cl5Ge2NOSTi the ωB97M-V functional and the def2-TZVPD basis
Ti -0.576 1.169 0.106
Cl 1.222 -1.633 0.807
C 1.912 -0.150 1.358
C 1.198 1.020 1.163
C 1.797 2.219 1.494
Cl 0.879 3.646 1.082
C 3.065 2.303 2.054
Cl 3.767 3.814 2.431
C 3.742 1.102 2.300
Cl 5.293 1.150 3.018
C 3.176 -0.131 1.947
Cl 4.038 -1.584 2.224
C -5.554 -1.732 0.428
Ge -3.827 -1.529 -0.496
C -3.013 -3.246 -0.955
C -4.086 -0.455 -2.118
Ge -2.354 -0.381 1.077
C -2.851 1.459 1.534
C -4.041 2.072 1.110
C -4.312 3.377 1.457
C -3.388 4.121 2.191
C -2.192 3.556 2.580
C -1.934 2.224 2.250
C -1.862 -1.427 2.644
C -0.888 -1.026 3.559
C -0.601 -1.795 4.673
C -1.282 -2.985 4.891
C -2.244 -3.402 3.986
C -2.527 -2.629 2.869
H -6.245 -2.246 -0.241
H -5.993 -0.766 0.679
H -5.480 -2.313 1.345
H -3.611 -3.728 -1.729
H -2.961 -3.915 -0.098
H -2.004 -3.110 -1.345
H -4.990 -0.801 -2.620
H -3.258 -0.586 -2.816
H -4.220 0.608 -1.911
H -4.764 1.516 0.525
H -5.246 3.833 1.158
H -3.614 5.147 2.447
H -1.461 4.129 3.132
H -1.009 1.774 2.621
H -0.327 -0.110 3.404
H 0.159 -1.467 5.370
H -1.056 -3.587 5.761
H -2.777 -4.330 4.143
H -3.281 -2.987 2.177
O -0.500 0.571 -1.759
S -1.488 1.724 -2.191
N -1.708 2.621 -1.039
```



Record 7
DFT (the ωB97M-V functional and the def2-TZVPD basis) results for C4H4CoO as an isolated structure in a non-equilibrium geometry.

Summary:
2S+1: 4
Largest force on an atom in Eh/bohr: 0.0839
Expectation value of S²: 3.778
Total charge: +2
Highest occupied orbital energy (alpha / beta) in eV: -19.18 / -18.68
Energy relative to the best compared isomer or geometry (same formula, charge and spin) in kJ/mol: 165.9

```
10
C4H4CoO the ωB97M-V functional and the def2-TZVPD basis
H 1.480 -0.244 -0.440
C 0.913 -1.345 -0.909
C -0.284 -0.980 -0.178
C -0.094 0.252 0.432
C -0.495 1.423 0.683
O -0.945 2.519 0.871
Co -1.939 3.619 1.711
H 0.854 -1.149 -1.983
H 1.273 -2.340 -0.615
H -0.763 -1.756 0.428
```



Record 8
DFT (the ωB97M-V functional and the def2-TZVPD basis) results for one molecule with the formula C7H12Cl3N3O in a non-equilibrium geometry.

Summary:
2S+1: 1
SMILES: O=CN[C@@H](N1CCNCC1)C(Cl)(Cl)Cl
Largest force on an atom in Eh/bohr: 0.0555
Highest occupied orbital energy in eV: -8.67
Energy relative to the best compared isomer or geometry (same formula, charge and spin) in kJ/mol: 0.0

```
26
C7H12Cl3N3O the ωB97M-V functional and the def2-TZVPD basis
O -0.297 4.137 -0.865
Cl 2.711 4.046 0.688
Cl 3.539 1.592 -0.569
Cl 2.852 1.617 2.324
C -0.169 3.136 -1.537
N -0.282 -2.156 1.372
N 0.477 2.046 -0.995
N 0.495 0.565 0.718
C 2.400 2.287 0.661
C -0.973 -0.942 1.970
C 1.124 -1.838 1.083
C -0.927 0.269 1.000
C 1.183 -0.623 0.121
C 0.904 1.949 0.394
H -0.651 3.089 -2.533
H -0.385 -2.969 1.982
H 0.520 1.194 -1.542
H -0.461 -0.668 2.871
H -2.007 -1.255 2.265
H 1.614 -2.647 0.611
H 1.627 -1.682 2.035
H -1.393 1.145 1.469
H -1.495 0.103 0.067
H 0.771 -0.830 -0.850
H 2.246 -0.429 -0.019
H 0.338 2.624 1.037
```